# 1
The following is a quantum chemistry calculation of C4H11NO in the gas phase, from the OMol25 dataset.

Each line ends with the Löwdin charge.
Atoms and positions in Å:
C: 2.40464 -0.71048 -0.64371  -0.117
N: 1.44259 0.01158 0.19586  -0.123
C: 0.08125 -0.47708 0.08637  -0.233
C: -0.91196 0.66696 0.19739  -0.407
C: -2.34030 0.25105 -0.03730  -0.048
O: -0.84300 1.18927 1.56605  -0.074
H: 2.58536 -0.17815 -1.56603  0.069
H: 3.34244 -0.91385 -0.14352  0.071
H: 1.89178 -1.54323 -1.12385  0.070
H: 1.38271 0.97284 -0.11646  0.092
H: -0.05146 -1.18913 0.90062  0.129
H: -0.14569 -0.93373 -0.88968  0.121
H: -0.56471 1.55273 -0.32346  0.133
H: -2.80978 0.44305 -0.99245  0.074
H: -2.92267 0.80928 0.70252  0.083
H: -2.50527 -0.80205 0.20950  0.084
H: -0.03592 0.85094 1.97816  0.075

The LUMO energy is 1.1 eV. The value obtained for the frontier orbital gap is 10.268 eV. The value obtained for the relative energy (zero: lowest compared OMol25 entry of this formula, charge and spin) is 36.6 kcal per mole. Its HOMO energy is -9.20 eV. The SMILES is CNC[C@@H](C)O.


# 2
The following is a quantum chemistry calculation of 9 unconnected molecules or ions with the total composition C34H84BrN7O10P, from the OMol25 dataset.

Each line ends with the Löwdin charge.
Atoms and positions in Å:
C: 4.34854 3.08590 -2.01553  -0.121
C: 3.60305 4.43773 -2.06349  -0.229
C: 2.08541 4.28082 -1.72375  -0.199
C: 1.57150 2.93808 -2.30035  -0.234
N: 0.12332 2.82719 -2.52777  -0.013
N: -0.58238 2.06212 -1.59830  -0.022
C: -1.04802 0.91078 -2.01249  -0.283
N: -1.76887 0.08345 -1.13243  0.054
C: -2.83447 -0.63799 -1.86932  -0.080
C: -2.46831 -2.01931 -2.46430  -0.296
O: -2.96146 -1.98826 -3.83580  -0.075
C: -3.24243 -3.18838 -1.74990  -0.201
N: -4.53098 -3.39564 -2.43841  -0.005
C: -0.94531 -0.77952 -0.29926  -0.219
C: 0.41621 -0.94130 -0.38632  -0.051
C: 1.11313 -1.77707 0.47037  -0.062
C: 0.46319 -2.49262 1.44856  -0.071
C: -0.91686 -2.34856 1.53659  -0.063
C: -1.60036 -1.51478 0.68947  -0.042
N: -0.93406 0.45942 -3.33300  -0.173
C: -1.74839 1.21943 -4.30684  -0.258
N: -2.65200 2.18385 -3.65807  0.059
P: 0.69823 0.04342 -3.85947  0.886
N: 0.97875 -1.60673 -3.44812  -0.142
O: 0.61882 0.02363 -5.50674  -0.256
C: -0.78240 2.56806 -0.23030  -0.559
Br: -1.06099 4.52200 -0.24576  0.795
C: 0.35654 2.25893 0.76310  -0.272
C: -0.19893 1.67784 2.07589  -0.077
H: 5.43730 3.17994 -1.99123  0.075
H: 3.95640 2.48719 -1.18532  0.066
H: 4.11895 2.55139 -2.94711  0.074
H: 4.03832 5.13892 -1.34413  0.106
H: 3.69447 4.83069 -3.08368  0.109
H: 1.56745 5.07361 -2.28269  0.106
H: 1.91037 4.36988 -0.64878  0.077
H: 1.93421 2.08395 -1.72377  0.089
H: 2.04652 2.82442 -3.28399  0.100
H: -0.33765 3.70058 -2.74710  0.091
H: -3.65257 -0.79887 -1.15206  0.130
H: -3.26561 -0.00904 -2.64901  0.111
H: -1.39628 -2.21803 -2.54564  0.115
H: -2.25190 -2.33963 -4.38328  0.086
H: -3.45379 -2.94695 -0.70198  0.092
H: -2.66533 -4.10761 -1.89543  0.116
H: -5.10095 -4.06500 -1.93181  0.072
H: -5.07379 -2.53830 -2.47857  0.071
H: 1.00361 -0.38684 -1.11700  0.081
H: 2.19715 -1.85030 0.37890  0.093
H: 0.97022 -3.14244 2.15626  0.102
H: -1.50269 -2.89107 2.27580  0.119
H: -2.67717 -1.42406 0.80583  0.122
H: -1.17354 1.79398 -5.04473  0.114
H: -2.40405 0.50693 -4.82113  0.097
H: -2.18548 3.07914 -3.59326  0.056
H: -3.50635 2.28063 -4.20066  0.075
H: 0.81445 -2.22243 -4.24093  0.042
H: 1.93746 -1.66165 -3.12007  0.029
H: -0.06096 -0.61388 -5.78788  0.062
H: -1.70477 2.19001 0.21573  0.101
H: 0.84548 3.19570 1.05444  0.078
H: 1.15556 1.62461 0.36295  0.096
H: -0.75560 2.46723 2.61246  0.071
H: 0.67049 1.37334 2.67284  0.091
H: -0.79538 0.77432 1.91539  0.070
C: -5.23568 5.66629 -2.27863  -0.089
C: -4.66552 5.55038 -3.67965  -0.318
O: -5.10309 4.34849 -4.31255  -0.094
H: -4.93488 4.80989 -1.67274  0.071
H: -4.89360 6.58013 -1.79042  0.076
H: -6.32751 5.67372 -2.30620  0.076
H: -3.57565 5.52285 -3.64714  0.099
H: -4.97015 6.40426 -4.29215  0.111
H: -6.06424 4.37287 -4.35352  0.085
C: -0.46285 -2.39084 6.12614  -0.073
C: 0.29109 -1.40727 5.25016  -0.315
O: -0.44599 -0.21376 5.10790  -0.090
H: -1.44246 -2.60827 5.69716  0.077
H: 0.09108 -3.32552 6.23242  0.080
H: -0.63377 -1.97139 7.11919  0.058
H: 0.44202 -1.82066 4.25246  0.088
H: 1.27243 -1.17594 5.67905  0.107
H: -0.57016 0.15263 5.99323  0.070
C: -5.49098 -1.73558 -6.93521  -0.085
C: -5.32059 -0.22893 -6.89007  -0.310
O: -5.13685 0.22071 -5.54784  -0.096
H: -6.34609 -2.04024 -6.33132  0.079
H: -5.64182 -2.08181 -7.95888  0.076
H: -4.61171 -2.23689 -6.52236  0.066
H: -6.20644 0.26847 -7.28128  0.113
H: -4.45763 0.07994 -7.49025  0.107
H: -4.34935 -0.21147 -5.19795  0.033
C: 6.35466 0.42104 -0.26411  -0.075
C: 5.30469 -0.48135 0.35387  -0.304
O: 4.46445 -1.03183 -0.66737  -0.110
H: 5.86194 1.21058 -0.82740  0.037
H: 6.99583 0.86623 0.49792  0.083
H: 6.98485 -0.12922 -0.96700  0.081
H: 4.66808 0.08472 1.03477  0.113
H: 5.76832 -1.29750 0.91524  0.098
H: 5.02255 -1.53857 -1.26675  0.081
C: -0.94364 3.78115 6.75824  -0.082
C: -2.03763 3.31238 5.81718  -0.302
O: -1.48639 2.83358 4.59138  -0.109
H: -0.35619 4.57440 6.29340  0.077
H: -1.36415 4.15618 7.69247  0.078
H: -0.25648 2.96258 6.98915  0.058
H: -2.70992 4.13362 5.57261  0.112
H: -2.62492 2.51127 6.27843  0.110
H: -0.89794 2.10149 4.80326  0.045
C: 1.63473 -0.02973 10.35196  -0.086
C: 1.27167 -0.54525 8.97311  -0.319
O: 1.01727 0.54504 8.08196  -0.098
H: 0.82784 0.58459 10.75285  0.079
H: 1.82505 -0.85379 11.04067  0.078
H: 2.52655 0.59985 10.30633  0.075
H: 0.37089 -1.15506 9.01996  0.101
H: 2.08057 -1.15551 8.55823  0.112
H: 1.82038 1.07353 8.03674  0.085
C: 3.80484 -5.15926 2.05159  -0.084
C: 4.35389 -3.78103 1.73308  -0.333
O: 5.77267 -3.76318 1.85540  -0.078
H: 4.08304 -5.45587 3.06379  0.079
H: 2.71551 -5.17855 1.96609  0.063
H: 4.22126 -5.90533 1.37089  0.073
H: 3.95089 -3.04121 2.42670  0.113
H: 4.08488 -3.48205 0.71407  0.079
H: 6.12553 -4.40951 1.23518  0.086
C: 2.01759 -6.10761 -1.50941  -0.077
C: 2.58521 -4.73778 -1.82798  -0.320
O: 4.00750 -4.73212 -1.71290  -0.089
H: 2.29769 -6.40954 -0.49950  0.066
H: 0.92902 -6.10886 -1.58784  0.076
H: 2.41714 -6.86021 -2.19322  0.078
H: 2.19989 -3.99307 -1.13079  0.091
H: 2.31065 -4.43408 -2.84501  0.098
H: 4.35511 -5.38012 -2.33436  0.085

Its charge is +1. The LUMO energy is -3.0 eV. The value obtained for the frontier orbital gap is 8.150 eV. Its HOMO energy is -11.11 eV.


# 3
The following is a quantum chemistry calculation of a molecular structure, C7H20F7NO9S2V, from the OMol25 dataset.

Each line ends with the Mulliken spin population.
Atoms and positions in Å:
V: 0.09173 0.46041 0.98716  2.884
C: -3.74523 2.28320 -0.04640  0.007
F: -2.95198 3.21494 0.44057  0.001
F: -4.47958 1.71556 0.98571  0.000
F: -4.51061 2.69753 -1.06938  0.000
S: -2.58794 0.80353 -0.69441  -0.006
O: -3.38393 -0.00259 -1.65090  0.006
O: -1.44894 1.47220 -1.35244  0.005
N: -1.98439 0.12676 0.80786  0.005
S: -3.04162 -0.96889 1.23203  0.020
O: -4.39662 -0.83609 0.64400  -0.001
O: -2.56246 -2.34559 1.11551  0.003
C: -3.33437 -0.67672 3.11693  0.000
F: -3.88041 0.48592 3.32851  0.000
F: -4.12344 -1.68602 3.59676  0.000
F: -2.15396 -0.76356 3.74278  0.003
F: 0.85057 -0.18205 -0.96644  -0.011
C: 3.26714 -0.00832 1.44120  0.004
O: 2.23485 1.02729 1.65153  0.003
H: 2.81448 -0.80185 0.84664  0.000
H: 4.18590 0.18876 0.88882  0.001
H: 3.59214 -0.30289 2.43905  0.000
H: 2.65851 1.72844 2.15203  0.000
C: 2.51104 0.58763 -3.47996  -0.001
O: 1.13236 0.72375 -3.65853  0.000
H: 2.71632 -0.40359 -3.88425  0.000
H: 3.08822 1.29339 -4.07735  0.000
H: 2.85024 0.55702 -2.44454  0.000
H: 0.76930 0.52464 -2.79242  0.004
C: 1.25993 -2.67644 -2.76224  -0.001
O: 0.12084 -2.38579 -2.03787  -0.001
H: 2.12576 -2.51088 -2.12113  0.000
H: 1.28147 -3.72035 -3.07511  0.000
H: 1.12831 -1.99390 -3.60184  0.000
H: 0.26105 -1.54193 -1.60215  0.020
C: 0.72361 -2.74482 1.50007  0.024
O: 0.58437 -1.42588 2.11407  0.017
H: 1.05515 -2.44255 0.50669  -0.008
H: 1.40714 -3.42605 2.00682  0.001
H: -0.20030 -3.29109 1.31011  -0.003
H: 0.43708 -1.55182 3.05430  0.002
C: 1.20378 3.12108 -0.03519  -0.006
O: 0.25334 2.73213 0.94375  0.017
H: 1.35375 2.27138 -0.70124  0.010
H: 0.78047 3.87828 -0.69517  0.001
H: 2.15757 3.33216 0.44838  -0.001
H: -0.11067 3.46367 1.44768  0.001

The LUMO energy (alpha / beta) is -0.9 / -0.9 eV. The value obtained for the frontier orbital gap (alpha / beta) is 7.910 / 7.914 eV. Its spin multiplicity is 4. The expectation value of S² is 3.75. Its HOMO energy (alpha / beta) is -8.84 / -8.84 eV.


# 4
The following is a quantum chemistry calculation of a molecular structure, C2H3IN, from the OMol25 dataset.

Each line ends with the Löwdin charge.
Atoms and positions in Å:
C: 0.80224 1.39082 0.43640  -0.403
C: -0.60800 -2.83842 -0.07461  -0.005
N: 0.02567 -1.92454 0.17888  -0.101
I: 1.96946 -0.10361 -0.07149  1.334
H: 0.53192 1.43734 1.56780  0.068
H: 0.32110 1.94836 -0.31022  -0.017
H: -1.05353 -3.78076 -0.52754  0.125

Its charge is +1. The LUMO energy (alpha / beta) is -7.2 / -7.2 eV. The value obtained for the frontier orbital gap (alpha / beta) is 8.316 / 8.306 eV. The value obtained for the relative energy (zero: lowest compared OMol25 entry of this formula, charge and spin) is 49.2 kcal per mole. Its HOMO energy (alpha / beta) is -15.49 / -15.49 eV.